# C3H3CeLiO4

A structure of composition C3H3CeLiO4 (wB97M-V/def2-TZVPD, the Open Molecules 2025 dataset).

Results
Energy = -24465.56122 eV
Total charge = +2
Strongest force on any atom = 5.79 eV Å⁻¹
Kohn-Sham gap (spin up / spin down) = 6.872 / 8.482 eV
LUMO energy (spin up / spin down) = -0.30040 / -0.30390 Eh
Spin multiplicity = 3
Energy relative to the best compared isomer or geometry (same formula, charge and spin) = 1.944 eV
<S²> = 2.001

CARTESIAN COORDINATES (ANGSTROEM)
H1 0.96191 2.72056 1.87218
C1 1.23925 3.34461 0.52879
C2 0.31928 2.22094 0.79027
O1 0.83508 1.05161 0.35656
C3 0.13766 -0.14844 0.50014
O2 -0.69333 -0.25823 1.41050
O3 0.50622 -1.04235 -0.27696
O4 2.21570 3.19460 -0.25684
Ce1 -1.11899 -2.96033 0.81143
H2 0.68311 4.30772 0.57306
H3 -0.75078 2.37498 0.59756
Li1 2.44512 1.53845 -1.13105